(1)
Density functional theory data (the ωB97M-V functional and the def2-TZVPD basis) for 20 unconnected molecules or ions with the total composition H40O20 in a non-equilibrium geometry.

Last column: Löwdin charge in e.
Geometry (Å):
O1 0.152 4.347 0.611  -0.083
H1 -0.172 4.132 1.487  0.019
H2 0.952 3.763 0.404  0.065
O2 3.189 -5.193 1.202  -0.084
H3 2.774 -4.841 2.050  0.082
H4 3.717 -4.355 1.113  0.068
O3 4.066 -1.370 0.186  -0.045
H5 3.323 -1.270 -0.418  0.014
H6 4.771 -1.704 -0.375  0.033
O4 2.637 -1.230 -3.087  -0.021
H7 3.087 -2.030 -2.853  0.042
H8 2.440 -1.267 -4.014  0.044
O5 3.120 4.932 -1.170  -0.116
H9 2.304 5.589 -1.013  0.116
H10 3.515 4.741 -2.013  0.011
O6 -2.053 -1.511 0.219  -0.097
H11 -2.583 -1.437 -0.589  0.056
H12 -1.065 -1.390 0.030  0.045
O7 -1.171 1.163 0.658  -0.047
H13 -0.728 1.203 -0.198  0.057
H14 -1.629 0.396 0.937  -0.038
O8 0.112 -0.993 -1.430  -0.077
H15 0.765 -1.001 -2.181  0.036
H16 -0.220 -1.891 -1.613  0.061
O9 1.376 2.106 1.238  -0.058
H17 1.491 1.185 0.986  0.047
H18 0.475 2.256 1.540  -0.005
O10 -1.109 -0.225 4.366  -0.084
H19 -1.242 -0.030 3.392  0.038
H20 -2.033 -0.185 4.697  0.049
O11 -0.647 3.389 3.700  -0.039
H21 -1.586 3.223 3.872  0.052
H22 -0.028 3.020 4.322  0.041
O12 0.395 4.427 -4.241  -0.090
H23 0.018 3.623 -3.883  -0.005
H24 0.287 5.129 -3.592  0.015
O13 -0.501 -3.625 1.470  -0.061
H25 -1.279 -3.626 0.905  0.012
H26 -0.620 -2.656 1.585  0.032
O14 -3.960 -3.406 0.676  -0.142
H27 -4.731 -3.255 -0.046  0.113
H28 -4.467 -4.006 1.310  0.066
O15 -3.434 1.353 1.981  -0.068
H29 -2.897 0.564 1.669  0.019
H30 -4.243 1.075 1.535  0.043
O16 -0.750 4.211 -1.986  -0.113
H31 -1.668 3.838 -2.077  0.068
H32 -0.527 4.201 -1.006  0.020
O17 2.215 -2.424 4.119  -0.078
H33 3.024 -2.932 4.052  0.015
H34 1.442 -2.893 4.536  0.068
O18 -3.448 0.081 -2.853  -0.063
H35 -3.470 0.055 -3.834  0.048
H36 -3.325 1.032 -2.886  0.024
O19 -0.937 0.173 -5.163  -0.072
H37 -0.261 0.115 -5.868  0.051
H38 -0.523 0.673 -4.437  0.033
O20 0.973 -5.935 -0.250  -0.105
H39 0.822 -5.356 0.528  0.000
H40 1.905 -5.888 0.042  -0.011

Forces on the atoms, in the same order (eV/Å):
O 1.326 -0.299 -1.317
H 0.045 -0.132 0.382
H -1.341 0.879 0.899
O 0.384 2.759 2.297
H 0.007 -1.393 -1.219
H -0.183 -1.165 -0.881
O -0.087 -0.255 -0.085
H -0.126 0.132 0.079
H 0.193 0.077 0.013
O -0.502 0.870 0.700
H 0.320 -0.762 -0.042
H 0.038 -0.178 -0.704
O -2.356 1.510 2.682
H 3.066 -2.297 -1.765
H -0.824 0.772 -0.868
O 1.706 0.219 0.425
H 0.645 0.117 0.036
H -2.312 0.102 -0.367
O 1.209 2.599 0.389
H -0.465 -1.101 0.159
H 0.213 -1.533 -1.319
O 0.839 -0.994 -1.662
H -0.130 0.680 1.061
H -0.313 0.218 0.414
O 0.902 0.283 -0.058
H -0.336 0.062 0.211
H -0.213 -0.828 0.070
O -1.253 0.356 -1.463
H 0.433 -0.224 1.684
H 0.845 -0.056 -0.183
O -0.355 0.802 -1.338
H 0.755 -0.372 0.450
H -0.364 -0.482 0.578
O 0.665 0.227 -1.396
H -0.005 0.464 0.534
H -0.272 -0.613 0.188
O -0.497 1.661 -0.185
H -0.533 -1.236 -0.466
H 1.013 -0.648 0.850
O -4.104 -0.821 -1.292
H 2.779 -0.444 2.358
H 1.152 1.075 -1.046
O 0.460 -2.147 -0.607
H -1.071 1.655 1.012
H -0.535 0.512 0.213
O -1.375 -0.826 1.189
H 1.415 0.740 0.434
H -0.549 0.052 -0.883
O -1.476 0.256 0.203
H -0.296 -0.548 0.441
H 1.779 0.299 -0.665
O 0.012 0.547 -1.608
H -0.035 -1.274 0.431
H 0.096 0.644 1.253
O 0.681 0.104 -0.089
H -0.568 0.192 0.611
H -0.156 -0.282 -0.470
O 0.909 0.943 1.594
H -1.692 0.009 -0.611
H 0.436 -0.908 -1.250

Its HOMO energy is -10.53 eV. As for the relative energy (zero: lowest compared OMol25 entry of this formula, charge and spin): 147.1 kcal/mol. The calculated total energy comes out at -1528.64852 hartree. The calculation puts the molar mass at 360.3 g mol⁻¹. The net charge is 0.



(2)
Density functional theory data (the ωB97M-V functional and the def2-TZVPD basis) for 20 unconnected molecules or ions with the total composition H40O20 in a non-equilibrium geometry.

Last column: Löwdin charge in e.
Geometry (Å):
O1 2.236 -1.684 0.257  -0.037
H1 3.171 -1.798 0.425  0.063
H2 1.986 -0.932 0.794  0.008
O2 -1.225 -4.139 -2.790  -0.051
H3 -0.338 -3.962 -2.477  -0.043
H4 -1.557 -4.816 -2.201  0.026
O3 1.385 2.949 -3.210  -0.044
H5 2.232 3.221 -3.564  0.048
H6 1.175 3.613 -2.553  -0.014
O4 1.238 -3.746 -1.767  -0.036
H7 2.048 -4.250 -1.684  0.084
H8 1.342 -3.022 -1.150  0.034
O5 -5.033 -1.390 -1.965  -0.061
H9 -4.176 -0.964 -1.928  -0.012
H10 -5.527 -0.878 -2.605  0.027
O6 -2.539 0.269 -2.759  -0.034
H11 -2.463 0.447 -3.697  0.059
H12 -1.644 0.081 -2.477  0.008
O7 0.364 -1.559 2.478  -0.040
H13 0.609 -2.423 2.144  0.032
H14 0.920 -1.434 3.248  0.008
O8 -0.607 2.002 2.634  -0.053
H15 -0.547 1.321 3.304  -0.030
H16 -1.520 2.290 2.666  -0.001
O9 2.441 -3.565 3.087  -0.034
H17 2.791 -2.674 3.101  0.021
H18 2.953 -4.013 2.414  0.047
O10 0.038 0.467 4.865  -0.025
H19 -0.430 0.243 5.670  0.058
H20 0.843 -0.050 4.905  0.044
O11 -4.294 2.639 -1.559  -0.053
H21 -4.913 2.340 -0.893  0.023
H22 -3.887 1.837 -1.886  -0.015
O12 1.580 4.796 -1.243  -0.037
H23 0.893 5.396 -1.532  0.075
H24 2.355 5.349 -1.142  0.075
O13 1.344 -2.616 -4.127  -0.072
H25 2.032 -2.135 -3.666  -0.027
H26 0.977 -3.202 -3.465  -0.035
O14 2.320 0.892 1.898  -0.019
H27 1.646 1.212 2.497  0.035
H28 2.967 0.474 2.466  0.061
O15 -0.769 -0.100 -0.018  -0.019
H29 -0.728 -0.815 0.617  0.033
H30 -0.602 0.689 0.497  0.040
O16 -2.909 0.625 4.083  -0.018
H31 -3.429 -0.165 3.932  0.076
H32 -2.769 0.643 5.030  0.064
O17 0.590 0.159 -2.304  -0.044
H33 0.271 0.187 -1.401  -0.014
H34 0.704 1.078 -2.547  0.015
O18 3.045 -1.031 -2.499  -0.058
H35 2.830 -1.252 -1.593  -0.015
H36 2.514 -0.258 -2.690  0.021
O19 -3.390 2.117 1.958  -0.049
H37 -3.519 1.486 1.249  0.039
H38 -3.290 1.578 2.743  -0.036
O20 3.088 2.812 -0.062  -0.058
H39 2.823 2.241 0.659  -0.024
H40 2.358 3.423 -0.165  -0.016

Forces on the atoms, in the same order (eV/Å):
O 0.160 -0.711 -0.233
H 0.358 -0.033 -0.044
H -0.423 0.702 0.217
O -0.644 -0.004 -0.332
H 0.143 -0.087 0.262
H -0.105 -0.134 0.085
O -0.435 -0.581 -0.553
H 0.210 -0.069 -0.028
H 0.260 0.082 0.288
O 0.168 -0.545 0.879
H 0.177 -0.229 -0.207
H -0.028 0.567 0.266
O -0.384 -0.208 0.340
H 0.541 0.155 -0.236
H -0.078 0.087 -0.168
O -0.742 0.236 0.200
H 0.031 -0.051 -0.265
H 0.637 -0.176 0.163
O -0.382 0.431 -0.097
H 0.234 -0.460 -0.039
H -0.151 -0.111 0.114
O 0.869 0.032 -0.382
H -0.127 -0.248 0.347
H -0.413 0.232 -0.455
O -0.251 -0.022 0.220
H 0.241 0.135 -0.035
H 0.125 -0.221 -0.198
O 0.191 -0.028 -0.006
H -0.106 -0.053 0.211
H 0.206 -0.051 0.190
O -0.096 0.306 0.059
H -0.206 0.019 0.159
H 0.439 -0.423 -0.262
O -0.241 0.295 0.138
H -0.369 0.273 0.099
H 0.396 0.109 0.000
O -0.321 -0.164 -1.185
H 0.275 0.273 0.345
H 0.187 0.227 -0.241
O 0.144 -0.464 -0.095
H -0.648 0.396 0.054
H 0.407 0.085 0.120
O -0.202 -0.026 -0.204
H 0.073 -0.197 0.291
H -0.074 0.470 0.537
O 0.108 -0.290 0.350
H -0.170 -0.341 -0.109
H -0.052 0.201 0.212
O -0.084 -0.012 -0.616
H -0.185 -0.290 0.617
H 0.204 0.663 -0.368
O 1.165 -0.422 -0.342
H -0.345 0.194 0.182
H -0.518 0.197 0.124
O -0.187 0.553 -0.379
H 0.100 -0.026 -0.400
H -0.193 -0.139 0.428
O 0.401 0.133 -0.128
H -0.008 -0.303 0.243
H -0.281 0.067 -0.131

Its HOMO energy is -9.24 eV. As for the relative energy (zero: lowest compared OMol25 entry of this formula, charge and spin): 69.6 kcal/mol. The calculated total energy comes out at -1528.77200 hartree. The calculation puts the molar mass at 360.3 g mol⁻¹. The net charge is 0.



(3)
Density functional theory data (the ωB97M-V functional and the def2-TZVPD basis) for 21 unconnected molecules or ions with the total composition H40O24P2 in a non-equilibrium geometry.

Last column: Löwdin charge in e.
Geometry (Å):
O1 0.798 1.032 -1.559  -0.357
O2 -0.003 1.251 1.832  -0.238
O3 0.239 -1.407 2.050  -0.279
O4 -1.334 -0.358 0.077  -0.386
P1 -0.214 0.084 -0.995  0.961
P2 -0.391 -0.152 1.451  0.623
O5 -0.911 -2.257 -3.881  -0.116
H1 -0.093 -2.696 -4.282  0.078
H2 -1.404 -1.773 -4.620  0.047
O6 2.224 0.474 5.006  -0.131
H3 1.724 1.340 4.851  0.000
H4 1.544 -0.270 5.097  0.055
O7 -1.669 0.799 -4.137  -0.135
H5 -2.013 0.206 -4.880  0.067
H6 -2.231 0.630 -3.313  0.007
O8 -3.723 -3.008 0.531  -0.142
H7 -4.360 -3.774 0.708  0.058
H8 -3.223 -2.809 1.388  0.004
O9 0.962 -4.380 0.180  -0.134
H9 1.681 -3.912 -0.356  0.006
H10 1.350 -4.628 1.080  0.041
O10 -3.245 1.979 1.122  -0.111
H11 -3.977 2.511 1.575  0.109
H12 -2.645 2.627 0.627  0.020
O11 1.095 -3.028 4.142  -0.140
H13 0.866 -3.951 3.798  -0.011
H14 0.707 -2.347 3.500  -0.005
O12 1.151 3.042 5.061  -0.109
H15 1.472 3.108 6.018  0.094
H16 0.362 3.665 4.949  0.087
O13 -3.546 1.007 -2.206  -0.105
H17 -4.260 1.469 -2.754  0.104
H18 -3.387 1.554 -1.369  0.056
O14 -2.911 0.751 3.455  -0.139
H19 -3.817 0.672 3.898  0.069
H20 -3.035 1.214 2.564  -0.026
O15 2.154 3.023 -2.547  -0.153
H21 2.280 2.696 -3.496  -0.010
H22 1.690 2.294 -2.021  -0.039
O16 1.417 4.834 1.684  -0.119
H23 1.199 3.897 1.997  0.050
H24 0.836 5.482 2.201  0.057
O17 0.119 -5.198 3.054  -0.107
H25 -0.750 -5.516 2.645  0.112
H26 0.551 -5.983 3.524  0.111
O18 -2.026 -2.993 2.784  -0.117
H27 -2.059 -3.134 3.786  0.102
H28 -1.061 -2.845 2.519  0.032
O19 3.612 0.027 -3.509  -0.126
H29 3.298 0.354 -2.604  0.045
H30 2.842 0.117 -4.160  0.013
O20 1.083 -0.063 -4.866  -0.124
H31 0.737 -0.154 -5.813  0.107
H32 0.297 -0.143 -4.235  0.038
O21 2.379 -2.682 -1.556  -0.119
H33 3.170 -2.396 -0.994  0.088
H34 2.611 -2.527 -2.529  0.084
O22 -1.992 3.679 -0.525  -0.102
H35 -1.334 4.165 -1.120  0.121
H36 -2.430 4.359 0.082  0.097
O23 3.615 1.104 0.778  -0.119
H37 3.844 0.184 0.425  0.053
H38 4.158 1.784 0.261  0.075
O24 2.220 2.460 -5.163  -0.116
H39 2.319 2.685 -6.145  0.098
H40 1.438 1.827 -5.062  0.046

Forces on the atoms, in the same order (eV/Å):
O -2.335 -0.993 2.465
O -1.501 -2.785 -1.465
O -2.284 3.089 -2.258
O 0.357 1.221 3.981
P 2.937 -0.652 -6.189
P 2.146 -0.468 3.729
O 0.570 0.184 -1.961
H -1.873 1.032 0.582
H 1.333 -1.359 1.458
O -1.965 -0.120 0.027
H 0.630 -1.925 0.156
H 1.365 1.767 -0.262
O -0.865 -1.538 -0.685
H 0.398 1.395 1.833
H 0.450 0.284 -1.448
O -0.643 -0.961 1.376
H 1.609 1.756 -0.089
H -1.036 -0.832 -1.337
O 1.900 0.154 0.980
H -1.444 -0.924 1.039
H -0.744 0.668 -1.963
O -0.921 1.978 -0.062
H 1.542 -0.879 -1.227
H -0.824 -1.192 0.926
O -0.787 0.067 -1.082
H 0.096 2.372 0.409
H 1.038 -1.721 1.250
O -0.907 1.522 1.528
H -0.882 0.078 -2.000
H 1.755 -1.409 0.539
O -1.052 1.660 0.602
H 1.589 -0.769 1.409
H -0.605 -0.934 -1.705
O -1.769 0.361 -0.042
H 1.987 0.122 -1.185
H 0.142 -0.842 1.523
O -0.430 -1.495 -0.343
H -0.145 0.787 2.015
H 1.200 1.800 -1.446
O -1.571 -0.360 1.409
H 0.336 2.029 -0.452
H 1.227 -1.730 -0.959
O -0.738 -2.851 -0.055
H 1.842 0.621 0.882
H -1.189 1.403 -1.134
O 1.360 -0.178 1.437
H 0.430 0.446 -2.210
H -1.852 -0.332 0.775
O -1.554 0.299 0.754
H 0.350 -0.434 -2.205
H 1.312 0.000 1.621
O -1.849 -0.350 -0.963
H 0.523 0.101 2.186
H 1.044 0.196 -1.321
O 1.832 0.855 -0.568
H -1.495 -0.467 -1.634
H -0.100 -0.091 2.170
O 0.077 2.197 0.044
H -1.209 -0.924 1.415
H 1.248 -0.895 -1.630
O 1.235 -0.535 -1.568
H -0.210 2.247 0.629
H -1.099 -1.691 0.884
O -1.136 -0.530 -2.305
H -0.340 -0.548 2.229
H 1.498 1.025 -0.511

Its HOMO energy is -9.46 eV. As for the relative energy (zero: lowest compared OMol25 entry of this formula, charge and spin): 36.1 kcal/mol. The calculated total energy comes out at -2512.34362 hartree. The calculation puts the molar mass at 486.2 g mol⁻¹. The net charge is 0.